{"formula": "C3H8Br2Si", "method": "wB97M-V/def2-TZVPD", "elements": ["C", "C", "C", "Si", "Br", "Br", "H", "H", "H", "H", "H", "H", "H", "H"], "coordinates": [[1.271129, -0.558725, 1.211485], [-0.142653, 2.011733, -0.167961], [-1.299426, -1.252253, -0.937199], [0.858461, 0.346928, -0.350676], [-3.014740, -0.445949, -0.876776], [-1.169320, -2.678041, 0.428636], [2.129554, -1.154299, 0.975610], [1.510411, 0.057865, 2.051184], [0.554906, -1.257010, 1.441686], [-1.156171, 1.779864, 0.162488], [0.493126, 2.778421, 0.539055], [-0.305755, 2.659450, -1.094491], [-1.278740, -1.912281, -1.895718], [1.549217, -0.375703, -1.487323]], "forces_ev_per_a": [[1.82, 1.85, -1.05], [2.46, 2.13, -0.45], [2.17, -0.82, -0.93], [-3.51, -1.68, -0.54], [-0.42, 0.45, 0.04], [-0.27, -0.03, -0.12], [0.81, -0.31, -0.09], [0.04, 0.44, 0.60], [-2.09, -1.36, 0.65], [0.26, -0.13, 0.54], [-1.84, -2.08, -1.29], [0.47, -1.24, 0.86], [0.15, 1.59, 1.56], [-0.04, 1.19, 0.24]], "mulliken_charge": [-0.898, -0.871, -0.512, 0.686, -0.137, -0.187, 0.301, 0.348, 0.243, 0.261, 0.277, 0.303, 0.274, -0.086], "largest_force_ev_per_a": 3.9, "homo_energy_ha": -0.2996, "gap_ev": 7.78, "relative_energy_ev": 4.879}



{"formula": "C3H2ClFIO2", "method": "wB97M-V/def2-TZVPD", "elements": ["C", "C", "C", "O", "O", "F", "Cl", "I", "H", "H"], "coordinates": [[-0.455143, -1.245429, -0.705509], [0.854666, 0.746023, 0.138196], [-0.510590, -0.011187, 0.393144], [-0.378245, -2.354917, -0.195649], [-0.453119, -0.835949, -1.833048], [-0.681552, -0.309604, 1.714368], [2.244536, -0.152870, 0.735852], [-2.072619, 1.456818, 0.052126], [0.660416, 1.793620, 0.597258], [0.791654, 0.913495, -0.896740]], "forces_ev_per_a": [[-0.83, -0.13, 2.87], [-3.06, 1.92, 2.33], [1.39, -0.12, -0.67], [0.06, -0.63, 0.41], [0.10, 1.00, -2.60], [0.38, -0.44, -0.10], [-0.03, 0.29, -0.18], [-0.10, -0.03, -0.38], [1.29, -1.70, -0.17], [0.80, -0.17, -1.51]], "mulliken_charge": [0.581, -0.643, 0.152, -0.677, -0.626, -0.301, -0.197, -0.044, 0.315, 0.441], "largest_force_ev_per_a": 4.3, "homo_energy_ha": -0.1751, "gap_ev": 7.58, "smiles": "O=C([O-])[C@](F)(I)CCl", "relative_energy_ev": 0.000, "total_charge": -1}



- Number 1 is which compound?
  C3H8Br2Si